1.
DFT (wB97M-V/def2-TZVPD) results for a molecular structure, C14H14MoN2O3S at a distorted geometry.

```
35
C14H14MoN2O3S (wB97M-V/def2-TZVPD)
C -1.004 0.654 -3.480
C 0.403 0.416 -3.713
C 1.153 1.300 -2.862
C 0.213 2.101 -2.104
C -1.121 1.679 -2.479
Mo -0.037 -0.025 -1.585
N -1.230 -1.944 -1.840
C -0.770 -3.209 -2.100
C 0.652 -2.505 -2.159
H 2.234 1.394 -2.822
H 0.820 -0.267 -4.445
H 0.472 2.990 -1.543
H -2.047 2.100 -2.099
H -1.824 0.185 -4.016
H 1.103 -2.420 -3.162
H -1.091 -3.631 -3.061
H -2.221 -1.913 -1.563
H 1.308 -2.710 -1.299
H -0.847 -3.904 -1.255
O 0.262 -1.913 0.872
C 0.244 -0.739 1.254
N 0.216 0.347 0.361
S 0.240 1.916 1.051
O 1.475 2.563 0.715
O -1.015 2.577 0.768
C 0.266 1.192 2.659
C 0.279 1.917 3.845
C 0.256 1.195 5.045
C 0.216 -0.212 5.029
C 0.211 -0.917 3.825
C 0.244 -0.195 2.625
H 0.307 3.005 3.800
H 0.266 1.733 5.992
H 0.187 -0.755 5.975
H 0.181 -2.006 3.772
```

molar mass = 386.3 g mol⁻¹
2S+1 = 3
total charge = 0
Kohn-Sham gap (alpha / beta) = 0.2141 / 0.2555 hartree
expectation value of S² = 2.2147
lowest unoccupied orbital energy (alpha / beta) = -0.662 / -0.662 eV

Taken from the Mulliken analysis, the atomic charges in e are: atom 1 (C): -0.19, atom 2 (C): -0.60, atom 3 (C): -0.37, atom 4 (C): -1.07, atom 5 (C): -0.21, atom 6 (Mo): 0.77, atom 7 (N): -0.21, atom 8 (C): -0.53, atom 9 (C): -0.37, atom 10 (H): 0.38, atom 11 (H): 0.53, atom 12 (H): 0.74, atom 13 (H): 0.40, atom 14 (H): 0.43, atom 15 (H): 0.27, atom 16 (H): 0.31, atom 17 (H): 0.03, atom 18 (H): 0.25, atom 19 (H): 0.27, atom 20 (O): -0.64, atom 21 (C): 0.63, atom 22 (N): -0.40, atom 23 (S): 0.85, atom 24 (O): -0.59, atom 25 (O): -0.59, atom 26 (C): 0.58, atom 27 (C): -0.56, atom 28 (C): -0.52, atom 29 (C): -0.49, atom 30 (C): -0.53, atom 31 (C): -0.24, atom 32 (H): 0.42, atom 33 (H): 0.38, atom 34 (H): 0.37, atom 35 (H): 0.48



2.
DFT (wB97M-V/def2-TZVPD) results for a molecular structure, C5H6O at a distorted geometry.

```
12
C5H6O (wB97M-V/def2-TZVPD)
C 0.926 0.557 -0.345
C 1.373 -0.681 0.120
C 0.095 -1.443 0.438
C -0.358 -0.111 0.846
C -0.499 0.955 -0.839
O -1.401 0.458 0.158
H 1.639 1.388 -0.407
H 0.190 -2.157 1.245
H -0.463 -1.839 -0.415
H -0.199 0.337 1.814
H -0.733 0.497 -1.796
H -0.569 2.039 -0.818
```

molar mass = 82.1 g mol⁻¹
ΔE to the lowest compared entry with this formula, charge and spin = 123.5 kcal/mol
total charge = 0
Kohn-Sham gap = 0.3188 hartree
lowest unoccupied orbital energy = 0.795 eV

Taken from the Mulliken analysis, the atomic charges in e are: atom 1 (C): -0.23, atom 2 (C): -0.45, atom 3 (C): -0.45, atom 4 (C): 0.13, atom 5 (C): -0.43, atom 6 (O): -0.38, atom 7 (H): 0.33, atom 8 (H): 0.30, atom 9 (H): 0.21, atom 10 (H): 0.43, atom 11 (H): 0.23, atom 12 (H): 0.31



3.
DFT (wB97M-V/def2-TZVPD) results for 14 unconnected molecules or ions with the total composition C60H78F6O24 at a distorted geometry.

```
168
C60H78F6O24 (wB97M-V/def2-TZVPD)
F -1.683 -22.201 1.951
C -1.689 -23.237 1.058
C -1.283 -22.850 -0.213
C -1.223 -23.846 -1.210
C -1.597 -25.197 -0.869
C -1.975 -25.526 0.441
C -1.899 -24.559 1.441
H -1.011 -21.830 -0.443
H -0.944 -23.610 -2.226
H -1.687 -25.993 -1.594
H -2.215 -26.530 0.759
H -2.155 -24.795 2.463
F -4.682 -25.912 7.898
C -5.745 -26.546 8.393
C -6.981 -26.115 8.020
C -8.121 -26.690 8.434
C -7.958 -27.783 9.349
C -6.704 -28.362 9.690
C -5.574 -27.737 9.108
H -7.045 -25.255 7.369
H -9.105 -26.488 8.038
H -8.847 -28.234 9.765
H -6.594 -29.237 10.313
H -4.583 -28.144 9.242
F 5.558 -27.492 8.610
C 4.394 -27.148 8.022
C 4.166 -25.831 7.588
C 2.940 -25.533 6.985
C 1.849 -26.449 7.000
C 2.041 -27.753 7.503
C 3.309 -28.054 8.053
H 4.934 -25.077 7.683
H 2.772 -24.537 6.602
H 0.877 -26.153 6.634
H 1.239 -28.464 7.367
H 3.456 -28.984 8.583
F 1.338 -21.157 2.630
C 2.585 -21.172 3.090
C 3.450 -20.270 2.573
C 4.740 -20.180 3.083
C 5.112 -20.963 4.188
C 4.168 -21.766 4.807
C 2.883 -21.838 4.302
H 3.122 -19.584 1.806
H 5.445 -19.534 2.581
H 6.095 -20.982 4.635
H 4.306 -22.270 5.752
H 2.192 -22.418 4.897
F -2.354 -20.446 5.050
C -2.013 -21.705 5.377
C -2.665 -22.357 6.434
C -2.181 -23.630 6.804
C -1.216 -24.275 6.080
C -0.698 -23.634 4.894
C -0.935 -22.296 4.684
H -3.541 -21.958 6.924
H -2.737 -24.142 7.576
H -1.086 -25.305 6.377
H -0.024 -24.211 4.279
H -0.430 -21.690 3.946
F 2.521 -23.345 10.131
C 2.241 -22.328 9.288
C 3.228 -21.347 9.086
C 3.076 -20.292 8.202
C 1.866 -20.214 7.523
C 0.857 -21.170 7.695
C 1.087 -22.202 8.576
H 4.169 -21.477 9.599
H 3.934 -19.674 7.982
H 1.833 -19.403 6.810
H -0.077 -21.134 7.153
H 0.348 -22.988 8.639
C -7.219 -14.832 4.992
O -6.625 -15.362 6.229
C -5.638 -16.287 6.340
O -5.189 -16.760 7.382
O -5.210 -16.713 5.078
C -4.019 -17.559 4.935
H -6.457 -14.681 4.227
H -7.731 -13.872 5.054
H -7.862 -15.578 4.526
H -4.000 -18.553 5.382
H -3.119 -16.990 5.171
H -3.891 -17.762 3.872
C -4.547 -25.966 4.230
O -5.176 -24.977 5.096
C -5.386 -23.757 4.648
O -5.511 -23.420 3.446
O -5.718 -23.017 5.737
C -6.095 -21.679 5.607
H -5.227 -26.159 3.401
H -4.211 -26.778 4.875
H -3.614 -25.620 3.784
H -5.461 -21.045 4.988
H -6.205 -21.218 6.589
H -7.036 -21.756 5.062
C 0.770 -17.075 6.703
O 0.051 -17.897 5.773
C 0.067 -17.525 4.450
O 0.522 -16.468 3.991
O -0.638 -18.393 3.774
C -0.659 -18.356 2.367
H 0.260 -16.127 6.874
H 1.788 -16.851 6.382
H 0.744 -17.584 7.667
H -1.514 -17.945 1.830
H -0.577 -19.385 2.018
H 0.198 -17.804 1.981
C -6.193 -23.401 10.988
O -5.271 -22.553 10.257
C -5.526 -21.203 9.961
O -6.543 -20.559 10.273
O -4.536 -20.775 9.147
C -4.703 -19.556 8.503
H -7.154 -23.504 10.483
H -6.415 -22.919 11.940
H -5.779 -24.386 11.201
H -5.704 -19.287 8.164
H -3.985 -19.442 7.690
H -4.394 -18.853 9.277
C -2.395 -28.277 6.602
O -1.208 -28.157 5.770
C -1.279 -28.257 4.421
O -2.300 -28.498 3.764
O -0.019 -28.213 3.964
C 0.253 -28.689 2.672
H -3.042 -27.427 6.388
H -2.024 -28.119 7.615
H -2.882 -29.246 6.488
H -0.215 -28.066 1.909
H -0.161 -29.692 2.570
H 1.321 -28.682 2.454
C -5.556 -21.649 -1.789
O -5.145 -21.255 -0.484
C -4.142 -20.366 -0.391
O -3.529 -19.823 -1.297
O -3.701 -20.198 0.842
C -4.419 -20.539 2.023
H -6.417 -21.030 -2.045
H -5.825 -22.703 -1.720
H -4.820 -21.433 -2.564
H -4.682 -21.595 2.073
H -5.295 -19.892 1.990
H -3.860 -20.260 2.917
C 3.515 -27.517 4.035
O 2.965 -26.256 3.671
C 2.498 -26.010 2.412
O 2.619 -26.724 1.442
O 2.167 -24.747 2.377
C 1.815 -24.104 1.192
H 2.780 -28.319 3.966
H 3.888 -27.545 5.059
H 4.366 -27.623 3.361
H 1.350 -23.159 1.475
H 1.021 -24.722 0.772
H 2.627 -23.771 0.546
C -0.608 -25.923 10.112
O -1.242 -26.508 11.247
C -1.694 -27.712 11.168
O -1.620 -28.453 10.203
O -2.387 -27.984 12.319
C -3.131 -29.162 12.571
H 0.210 -26.493 9.672
H -0.302 -24.964 10.530
H -1.400 -25.843 9.367
H -3.616 -29.308 13.536
H -2.427 -29.977 12.398
H -3.890 -29.329 11.806
```

molar mass = 1297.2 g mol⁻¹
total charge = 0
Kohn-Sham gap = 0.3571 hartree
lowest unoccupied orbital energy = 0.519 eV

Atom charges from the Mulliken analysis, given in e for atoms 1 to 99: atom 1 (F): 0.08, atom 2 (C): 0.25, atom 3 (C): -0.32, atom 4 (C): -0.86, atom 5 (C): -0.86, atom 6 (C): -0.44, atom 7 (C): 0.50, atom 8 (H): 0.51, atom 9 (H): 0.51, atom 10 (H): 0.43, atom 11 (H): 0.57, atom 12 (H): -0.50, atom 13 (F): 0.25, atom 14 (C): 0.14, atom 15 (C): -0.08, atom 16 (C): -0.82, atom 17 (C): -0.42, atom 18 (C): -0.83, atom 19 (C): -0.29, atom 20 (H): 0.45, atom 21 (H): 0.46, atom 22 (H): 0.35, atom 23 (H): 0.43, atom 24 (H): 0.37, atom 25 (F): -0.36, atom 26 (C): 0.11, atom 27 (C): -0.52, atom 28 (C): -0.32, atom 29 (C): 0.68, atom 30 (C): -0.84, atom 31 (C): -0.60, atom 32 (H): 0.47, atom 33 (H): 0.44, atom 34 (H): 0.03, atom 35 (H): 0.45, atom 36 (H): 0.40, atom 37 (F): 0.02, atom 38 (C): -0.60, atom 39 (C): -0.41, atom 40 (C): -0.67, atom 41 (C): -0.69, atom 42 (C): -0.83, atom 43 (C): 1.01, atom 44 (H): 0.45, atom 45 (H): 0.41, atom 46 (H): 0.41, atom 47 (H): 0.52, atom 48 (H): 0.34, atom 49 (F): -0.39, atom 50 (C): 0.40, atom 51 (C): -1.16, atom 52 (C): -0.28, atom 53 (C): 1.16, atom 54 (C): -1.07, atom 55 (C): -0.11, atom 56 (H): 0.57, atom 57 (H): 0.26, atom 58 (H): -0.51, atom 59 (H): 0.95, atom 60 (H): 0.18, atom 61 (F): -0.35, atom 62 (C): -0.22, atom 63 (C): -0.25, atom 64 (C): -1.06, atom 65 (C): -0.45, atom 66 (C): -0.37, atom 67 (C): -0.01, atom 68 (H): 0.40, atom 69 (H): 0.45, atom 70 (H): 0.88, atom 71 (H): 0.46, atom 72 (H): 0.47, atom 73 (C): -0.62, atom 74 (O): -0.33, atom 75 (C): 0.71, atom 76 (O): -0.53, atom 77 (O): -0.39, atom 78 (C): -0.36, atom 79 (H): 0.29, atom 80 (H): 0.27, atom 81 (H): 0.28, atom 82 (H): 0.07, atom 83 (H): 0.32, atom 84 (H): 0.26, atom 85 (C): 0.32, atom 86 (O): -0.11, atom 87 (C): 0.57, atom 88 (O): -0.71, atom 89 (O): 0.01, atom 90 (C): -0.43, atom 91 (H): 0.43, atom 92 (H): 0.02, atom 93 (H): -0.49, atom 94 (H): -0.01, atom 95 (H): 0.04, atom 96 (H): 0.47, atom 97 (C): -0.96, atom 98 (O): -0.02, atom 99 (C): 0.55